(1)
One molecule with the formula C5H8BrN at a distorted geometry. Source: OMol25; level of theory: ωB97M-V with the def2-TZVPD basis set.

Structure (XYZ):
```
15
Properties=species:S:1:pos:R:3:forces:R:3:lowdin_charge:R:1
C -1.708 1.607 0.297 1.049 -0.668 -0.832 -0.0586
C -1.586 0.632 -0.819 0.397 -2.433 -0.912 -0.1962
N -0.951 -0.491 -0.815 -0.986 0.878 -0.284 0.0365
C -0.310 -1.050 0.268 -0.016 1.416 0.932 -0.1877
C 1.002 -1.212 0.356 0.878 -1.106 -1.204 -0.2429
C 2.055 -1.114 -0.680 -0.150 2.344 -0.235 -0.4183
Br 3.418 0.382 0.017 -0.928 -0.803 -0.628 0.3979
H -0.674 1.656 0.724 -1.397 -0.161 0.771 0.1058
H -2.623 1.285 0.798 0.562 -0.066 1.145 0.0923
H -1.956 2.570 -0.068 -0.095 1.022 -0.551 0.0543
H -2.159 0.678 -1.747 -0.042 0.951 0.095 0.1074
H -0.900 -1.244 1.181 0.080 -0.127 -0.643 0.1309
H 1.389 -1.733 1.178 0.178 -0.386 1.528 0.0761
H 1.735 -0.777 -1.698 0.406 -0.343 1.031 0.0741
H 2.757 -1.920 -0.665 0.064 -0.519 -0.212 0.0284
```
Positions in Å, forces in eV/Å.

Values from the calculation:
SMILES: C/C=N\C=C/CBr
charge: 0
energy: -2824.01775 a.u.
energy relative to the best compared isomer or geometry (same formula, charge and spin): 19.9 kcal/mol
HOMO-LUMO gap: 8.97 eV
HOMO energy: -0.319 hartree
2S+1: 1

***

(2)
A 2-piece molecular cluster, C12H12N2O overall at a distorted geometry. Source: OMol25; level of theory: ωB97M-V with the def2-TZVPD basis set.

Structure (XYZ):
```
27
Properties=species:S:1:pos:R:3:forces:R:3:lowdin_charge:R:1
C -3.316 1.135 0.055 1.610 0.391 -1.354 -0.0993
C -2.644 0.756 -1.122 -0.935 0.589 -0.689 -0.0920
C -2.719 0.748 1.226 0.434 0.174 1.279 -0.0916
C -1.459 0.028 -1.084 -0.370 -0.393 0.240 -0.0578
C -1.509 0.044 1.288 1.123 -1.855 0.063 -0.0019
C 2.752 0.742 1.055 0.267 1.122 -1.914 -0.1329
C 2.469 2.514 -0.193 1.276 -0.825 1.196 -0.2084
C -0.830 -0.381 0.122 -2.730 1.909 -1.467 -0.1866
C 1.677 0.566 0.262 -2.961 -4.990 0.310 -0.1001
C 0.997 -3.241 -0.890 -0.346 0.916 -1.831 0.0563
C 0.875 -1.944 -1.013 -0.526 2.839 0.341 -0.1029
C 0.448 -1.099 0.156 2.360 2.660 1.568 -0.3111
N 3.304 1.951 0.660 0.016 1.099 0.954 0.0374
N 1.484 1.646 -0.504 -0.347 0.635 -0.276 0.0713
O 0.477 -1.674 1.414 1.633 -1.035 0.040 -0.0202
H -4.052 1.930 0.057 -0.460 -0.541 -0.081 0.1031
H -3.070 1.054 -2.126 0.608 -0.424 1.264 0.1191
H -3.205 1.132 2.116 0.291 -0.380 0.348 0.1023
H -1.145 -0.288 -2.057 0.730 -0.208 -0.313 0.0946
H -0.995 -0.421 2.170 -1.206 1.308 -0.273 0.1298
H 3.187 0.103 1.774 0.427 -0.430 0.435 0.0842
H 2.488 3.550 -0.439 0.109 0.325 -0.618 0.1074
H 0.969 -3.847 -1.777 0.659 -0.584 0.208 0.0733
H 0.875 -3.514 0.098 -0.310 -1.733 1.545 0.0396
H 0.964 -1.257 -1.863 -0.028 -1.016 -0.327 0.1165
H 0.636 1.892 -0.961 -0.553 -0.102 -0.401 0.1356
H 1.339 -2.122 1.575 -0.769 0.549 -0.249 0.1342
```
Positions in Å, forces in eV/Å.

Values from the calculation:
charge: 0
energy: -649.09120 a.u.
energy relative to the best compared isomer or geometry (same formula, charge and spin): 79.2 kcal/mol
HOMO-LUMO gap: 8.94 eV
HOMO energy: -0.309 hartree
2S+1: 1

***

(3)
One molecule with the formula C4H9NO at a distorted geometry. Source: OMol25; level of theory: ωB97M-V with the def2-TZVPD basis set.

Structure (XYZ):
```
15
Properties=species:S:1:pos:R:3:forces:R:3:lowdin_charge:R:1
C 0.047 1.611 0.616 3.475 -0.522 2.189 -0.0752
C 0.838 0.207 0.622 0.210 2.489 2.185 -0.1668
C 0.495 -0.706 -0.464 -0.220 -2.364 -1.663 -0.5153
C -0.910 -1.267 -0.640 -0.626 0.763 0.710 -0.0157
N 1.309 -0.695 -1.624 -0.415 1.730 -4.161 -0.0109
O 1.492 -1.779 -0.798 -0.691 -0.591 2.162 -0.0774
H 0.471 2.308 -0.090 -0.129 0.182 -0.314 0.0589
H 0.252 2.011 1.684 -0.341 -0.312 -1.806 0.0978
H -0.980 1.514 0.545 -2.103 -0.309 -0.460 0.0266
H 0.462 -0.153 1.630 0.940 -0.437 -1.207 0.1238
H 1.968 0.454 0.653 -1.921 -0.724 -0.037 0.1461
H -1.430 -1.485 0.310 0.552 -0.074 -0.209 0.0886
H -0.781 -2.172 -1.196 -0.127 -0.631 -0.292 0.0701
H -1.641 -0.635 -1.178 0.706 0.119 0.049 0.0874
H 0.831 -1.016 -2.588 0.689 0.682 2.854 0.1620
```
Positions in Å, forces in eV/Å.

Values from the calculation:
SMILES: CC[C@@]1(C)NO1
charge: 0
energy: -287.68667 a.u.
energy relative to the best compared isomer or geometry (same formula, charge and spin): 91.5 kcal/mol
HOMO-LUMO gap: 9.90 eV
HOMO energy: -0.329 hartree
2S+1: 1

***

(4)
A 2-piece molecular cluster, CH6N2O overall at a distorted geometry. Source: OMol25; level of theory: ωB97M-V with the def2-TZVPD basis set.

Structure (XYZ):
```
10
Properties=species:S:1:pos:R:3:forces:R:3:lowdin_charge:R:1
C 0.113 -0.800 0.340 -1.320 -2.598 -3.758 -0.0619
N -0.443 1.482 0.616 3.537 0.135 -1.166 -0.0175
N -0.833 0.156 0.255 -1.437 1.963 -1.537 -0.1414
O 0.981 -1.377 -1.299 -1.951 1.140 1.575 -0.2705
H 1.065 -0.511 0.635 1.036 0.387 1.751 0.0776
H -0.315 -1.818 0.412 0.751 0.764 0.359 0.1131
H -1.203 2.104 0.586 -1.274 0.529 0.000 0.0448
H 0.323 1.900 -0.035 -1.817 -1.156 1.117 0.1249
H -1.562 0.210 -0.533 1.674 -1.133 1.639 0.1798
H 1.874 -1.346 -0.977 0.802 -0.031 0.020 -0.0489
```
Positions in Å, forces in eV/Å.

Values from the calculation:
charge: 0
energy: -226.32251 a.u.
energy relative to the best compared isomer or geometry (same formula, charge and spin): 91.0 kcal/mol
HOMO-LUMO gap: 9.87 eV
HOMO energy: -0.328 hartree
2S+1: 1

***

(5)
One molecule with the formula C6H10O at a distorted geometry. Source: OMol25; level of theory: ωB97M-V with the def2-TZVPD basis set.

Structure (XYZ):
```
17
Properties=species:S:1:pos:R:3:forces:R:3:lowdin_charge:R:1
O -1.708 0.981 -1.560 0.194 0.206 -0.122 -0.0063
C -0.729 0.353 -0.790 1.867 -0.128 -0.668 -0.4383
C -1.076 -1.035 -0.463 0.369 -0.326 -0.107 -0.0548
C -0.103 -1.712 0.170 -0.253 0.013 -0.374 -0.1131
C 1.111 -0.930 0.442 0.616 0.636 -1.366 -0.2218
C 0.886 0.428 1.126 0.026 0.087 0.097 -0.1850
C -0.213 1.206 0.370 -0.012 0.087 0.071 -0.1489
H -1.498 1.923 -1.593 -0.100 -0.159 -0.077 0.0950
H 0.424 0.166 -1.351 -2.926 0.905 0.054 0.1696
H -1.909 -1.511 -0.972 -0.081 0.126 0.279 0.1156
H -0.079 -2.797 0.203 -0.177 0.099 0.304 0.1022
H 1.330 -0.493 -0.686 0.810 -1.454 2.151 0.1275
H 1.937 -1.504 0.878 -0.163 0.267 -0.290 0.1121
H 0.617 0.325 2.181 0.030 -0.140 -0.116 0.1080
H 1.836 0.969 1.084 -0.139 -0.002 0.118 0.1062
H -1.017 1.512 1.047 -0.051 -0.168 -0.153 0.1189
H 0.188 2.121 -0.088 -0.009 -0.048 0.200 0.1133
```
Positions in Å, forces in eV/Å.

Values from the calculation:
SMILES: O[C@@H]1C=CCCC1
charge: 0
energy: -309.78532 a.u.
energy relative to the best compared isomer or geometry (same formula, charge and spin): 35.8 kcal/mol
HOMO-LUMO gap: 10.19 eV
HOMO energy: -0.338 hartree
2S+1: 1